This record from the OMol25 dataset describes 15 unconnected molecules or ions with the total composition C7H44N14O15. The level of theory is the ωB97M-V functional and the def2-TZVPD basis.

XYZ file:
```
80
Properties=species:S:1:pos:R:3:forces:R:3:lowdin_spin:R:1
C 4.00585 2.20646 -3.32039 3.96 -4.18 1.37 0.0008
O 5.01381 1.47515 -3.20990 -0.16 0.05 0.14 0.0002
N 3.10118 2.20281 -2.36630 -1.93 0.33 1.33 0.0009
N 3.86918 2.88691 -4.40578 -2.22 3.35 -2.90 0.0005
H 3.16136 1.42873 -1.72033 0.23 0.35 -0.10 0.0004
H 2.22278 2.70056 -2.39398 -0.04 0.08 0.10 0.0017
H 4.43916 2.79103 -5.23405 0.00 -0.18 0.71 0.0000
H 3.00675 3.41031 -4.45435 0.22 0.13 -0.65 0.0013
C 0.19826 -0.58960 0.71217 2.34 -0.80 -0.70 0.0074
O 1.26012 -0.98085 1.22979 0.51 0.47 0.59 0.0020
N 0.10093 0.56128 0.07731 0.40 1.59 0.04 0.0089
N -0.76901 -1.41437 0.47639 -2.26 -2.12 0.31 0.0196
H -0.69151 0.69951 -0.53345 0.20 0.78 -0.41 0.0125
H 1.00699 1.00479 0.02767 -0.74 0.69 -0.42 0.0010
H -0.64052 -2.36041 0.80593 -0.76 0.15 -0.03 0.0019
H -1.56393 -1.11106 -0.06787 -0.27 -0.46 0.13 0.0342
C -2.82397 2.44641 -2.67607 4.59 -1.68 2.94 0.1137
O -1.75197 2.27926 -1.98840 -1.70 0.73 -0.82 0.0375
N -3.83703 1.65937 -2.61849 -2.67 -3.32 1.37 0.1007
N -3.00576 3.31145 -3.60885 0.92 2.60 -1.71 0.0441
H -3.88671 0.97707 -1.87546 -0.26 -0.24 0.26 0.0927
H -4.65175 1.81879 -3.19375 -0.30 -0.32 0.26 0.0815
H -2.30570 4.03939 -3.61941 -0.69 0.40 -0.83 0.0096
H -3.93384 3.15680 -3.97607 0.33 1.81 -1.06 0.0506
C 1.53680 -1.71124 -3.29426 -1.90 1.77 0.47 0.0031
O 0.41864 -1.32280 -3.66092 1.21 -0.63 -0.43 0.0047
N 1.92967 -1.53897 -2.01362 1.01 -0.68 0.33 0.0020
N 2.45108 -2.20411 -4.13086 1.26 -1.19 -1.74 0.0008
H 2.81488 -1.96186 -1.77347 -0.26 0.35 0.57 0.0007
H 1.31913 -1.14462 -1.31232 0.12 -0.15 -0.29 0.0008
H 3.41237 -2.44562 -3.93668 -0.34 0.31 0.57 0.0002
H 2.19862 -2.42081 -5.08449 -0.41 0.30 0.34 0.0002
C -1.52756 3.14802 2.88546 -0.91 -0.38 2.16 0.0168
O -1.56867 2.30469 3.80781 0.01 1.34 -1.16 0.0076
N -0.87811 3.02240 1.76718 2.42 -1.80 -2.64 0.0051
N -2.12134 4.36494 2.87257 -1.10 0.79 1.58 0.0053
H -0.86105 3.72685 1.04361 -0.02 -0.33 0.19 0.0029
H -0.43438 2.13681 1.56987 0.00 0.13 -0.18 0.0012
H -2.68620 4.59827 3.67668 0.06 0.28 -0.47 0.0005
H -2.04824 4.93689 2.04334 -0.41 0.02 0.59 0.0069
C -2.74698 -2.50712 -2.46056 1.14 -1.20 -0.98 0.0261
O -2.47428 -3.61449 -2.87641 1.24 -1.63 -1.23 0.0043
N -3.83458 -2.36254 -1.77922 -4.47 0.49 2.76 0.0458
N -2.04416 -1.41501 -2.65603 1.11 1.61 0.00 0.0210
H -4.41982 -3.17923 -1.67620 0.29 0.12 0.05 0.0091
H -3.94415 -1.65227 -1.06958 -0.11 0.31 -0.12 0.0745
H -1.10618 -1.49979 -3.02087 0.10 0.30 -0.20 0.0009
H -2.38823 -0.52694 -2.31980 0.16 -0.01 -0.19 0.0259
C 2.32906 0.51816 4.86953 2.72 4.28 0.94 0.0006
O 3.14785 1.28343 5.37835 -0.13 0.32 0.63 0.0001
N 1.29507 0.84448 4.16037 -4.20 2.38 -1.98 0.0006
N 2.47266 -0.73938 4.76416 1.02 -7.22 0.14 0.0004
H 0.91489 1.77704 4.08357 0.25 -0.09 0.32 0.0002
H 0.61056 0.11562 4.01788 -0.26 0.45 -0.35 0.0005
H 1.80832 -1.17981 4.14386 0.49 -0.61 0.20 0.0004
H 3.05688 -1.33344 5.33502 0.02 0.57 -0.15 0.0001
O 1.01347 -3.57493 2.06533 0.06 -1.23 -0.21 0.0027
H 0.72713 -2.85659 2.62945 -0.17 0.42 0.31 0.0007
H 0.98280 -3.21184 1.18020 0.45 0.29 0.06 0.0010
O 2.20600 2.38891 0.85014 -0.16 0.34 -0.01 0.0015
H 2.67900 1.55959 0.91892 0.81 -0.55 0.37 0.0003
H 2.45410 2.87274 1.63792 0.02 0.12 0.24 0.0005
O -0.32675 -1.84233 3.86384 0.65 0.12 0.20 0.0049
H -0.33572 -1.77983 4.81896 -0.04 -0.09 0.34 0.0008
H -1.25088 -1.87802 3.61698 -0.93 0.16 -0.43 0.0016
O 0.83547 3.62329 -1.05617 -0.21 0.52 -0.47 0.0088
H 1.19119 3.14051 -0.31010 0.58 -0.12 0.47 0.0005
H -0.07649 3.33826 -1.11369 -0.70 -0.23 -0.58 0.0022
O -3.22794 -2.11263 2.94733 0.12 1.00 1.02 0.0326
H -3.92668 -1.78840 2.37911 -0.09 0.29 -0.13 0.0246
H -2.97527 -2.95168 2.56212 0.03 -0.70 -0.38 0.0022
O -0.97258 -4.36649 -0.28557 0.23 -0.19 -0.08 0.0047
H -0.45130 -5.06601 0.10834 0.28 -0.26 0.24 0.0016
H -0.36066 -3.90501 -0.85900 -0.11 0.26 -0.59 0.0020
O -2.70406 -4.21772 1.64109 -0.54 -0.70 0.46 0.0091
H -2.85072 -5.14646 1.82042 -0.15 -0.15 0.20 0.0019
H -2.13764 -4.20880 0.86952 0.41 0.29 -0.73 0.0018
O 3.92311 0.08501 1.21879 0.43 0.42 -0.41 0.0006
H 3.15212 -0.45305 1.03907 -0.79 -0.51 0.15 0.0003
H 4.27497 -0.26555 2.03704 0.03 0.05 0.32 0.0001
```
Forces are in eV/Å.

## Properties
Spin multiplicity: 2
Highest occupied orbital energy (alpha / beta) in eV: -0.31 / -6.80
HOMO-LUMO gap (alpha / beta) in eV: 2.44 / 8.86
Expectation value of S²: 0.750
E in eV: -59552.6672
Total charge: -1